[1]
Entry from the Open Molecules 2025 dataset: a structure of composition C22H16N6O7S2Tc (ωB97M-V/def2-TZVPD).

Last column: natural (NBO) charge in e.
Geometry (Å):
Tc  -0.124  1.035  0.901  1.04
O  -3.309  3.596  1.207  -0.65
C  -2.481  2.700  1.241  0.75
O  -1.322  2.697  0.665  -0.63
C  -2.731  1.451  2.065  0.10
C  -3.857  1.153  2.804  -0.20
C  -3.860  -0.007  3.571  -0.18
C  -2.727  -0.811  3.599  -0.19
C  -1.647  -0.461  2.817  0.13
N  -1.678  0.632  2.053  -0.37
C  -0.343  -1.221  2.686  0.77
O  -0.117  -2.200  3.371  -0.64
O  0.464  -0.696  1.809  -0.66
H  -4.697  1.833  2.766  0.24
H  -4.739  -0.279  4.141  0.21
H  -2.666  -1.710  4.195  0.24
O  0.868  2.041  2.452  -0.52
N  2.125  2.422  2.275  0.03
C  2.696  3.117  3.279  0.03
C  4.011  3.490  3.245  -0.27
C  4.781  3.143  2.130  -0.19
C  4.176  2.482  1.092  -0.22
C  2.814  2.128  1.135  0.01
S  2.021  1.398  -0.188  0.00
H  2.037  3.333  4.106  0.23
H  4.427  4.047  4.071  0.22
H  5.834  3.389  2.093  0.21
H  4.713  2.210  0.195  0.23
N  1.905  -5.359  -3.119  -0.81
C  1.035  -4.393  -2.602  0.17
C  -0.117  -4.029  -3.304  -0.29
C  -0.985  -3.088  -2.783  -0.16
C  -0.718  -2.520  -1.552  -0.29
C  0.408  -2.882  -0.831  -0.18
C  1.284  -3.816  -1.355  -0.27
S  -1.824  -1.335  -0.825  2.33
O  -3.009  -1.233  -1.635  -0.95
O  -2.014  -1.765  0.534  -0.98
N  -0.975  0.080  -0.774  -0.88
C  -0.783  0.681  -1.996  0.57
N  -1.021  -0.003  -3.133  -0.51
C  -0.873  0.648  -4.275  0.09
C  -0.478  1.971  -4.351  -0.38
C  -0.192  2.570  -3.131  0.10
N  -0.327  1.946  -1.980  -0.49
H  1.887  -5.443  -4.122  0.37
H  2.839  -5.306  -2.750  0.37
H  -0.310  -4.486  -4.269  0.20
H  -1.869  -2.775  -3.322  0.24
H  0.590  -2.427  0.138  0.26
H  2.172  -4.101  -0.804  0.20
H  -1.069  0.065  -5.172  0.18
H  -0.388  2.493  -5.293  0.21
H  0.165  3.595  -3.073  0.18

Values from the calculation:
Energy: -2580.502524 Eh
Charge: -1
HOMO level: -4.1 eV

***

[2]
Entry from the Open Molecules 2025 dataset: a structure of composition C22H17BrF3IN5O2SZn (ωB97M-V/def2-TZVPD).

Last column: natural (NBO) charge in e.
Geometry (Å):
Zn  -0.948  0.584  -0.811  1.61
N  4.821  0.578  4.383  -0.77
C  3.677  0.811  3.706  0.22
C  3.185  -0.129  2.785  -0.27
C  2.021  0.121  2.096  -0.17
C  1.342  1.312  2.296  -0.35
C  1.816  2.260  3.190  -0.14
C  2.967  2.009  3.898  -0.27
S  -0.103  1.658  1.359  2.28
O  -0.828  0.361  1.163  -1.10
O  -0.899  2.695  1.923  -0.90
N  0.343  1.944  -0.184  -1.09
C  -0.326  2.927  -0.819  0.55
N  -1.263  2.439  -1.671  -0.67
C  -1.951  3.313  -2.404  0.10
C  -1.713  4.670  -2.304  -0.32
C  -0.774  5.068  -1.353  0.13
N  -0.093  4.212  -0.619  -0.43
H  5.290  -0.306  4.307  0.40
H  5.111  1.216  5.102  0.40
H  3.727  -1.049  2.625  0.22
H  1.611  -0.608  1.417  0.21
H  1.260  3.174  3.313  0.25
H  3.343  2.735  4.604  0.22
H  -2.701  2.899  -3.068  0.21
H  -2.233  5.383  -2.921  0.25
H  -0.550  6.112  -1.173  0.22
F  1.971  -3.692  -5.411  -0.31
C  2.699  -2.721  -4.846  0.97
F  3.116  -1.920  -5.831  -0.31
F  3.775  -3.289  -4.304  -0.31
C  1.868  -1.962  -3.832  -0.06
C  2.242  -1.865  -2.500  -0.21
C  1.399  -1.187  -1.635  0.07
N  0.246  -0.645  -2.019  -0.58
C  -0.096  -0.728  -3.304  0.06
C  0.682  -1.370  -4.249  -0.20
H  3.157  -2.311  -2.142  0.26
H  1.653  -1.081  -0.592  0.21
H  -1.035  -0.275  -3.584  0.21
H  0.365  -1.418  -5.278  0.25
Br  -6.406  -2.073  -0.428  0.11
C  -5.005  -2.447  0.777  -0.20
C  -5.216  -3.336  1.821  -0.21
C  -4.191  -3.625  2.703  -0.18
C  -2.954  -3.018  2.555  -0.18
C  -2.733  -2.120  1.522  -0.29
C  -3.758  -1.847  0.637  0.01
I  -3.429  -0.479  -1.008  0.14
H  -6.187  -3.794  1.928  0.24
H  -4.363  -4.323  3.506  0.23
H  -2.152  -3.238  3.241  0.23
H  -1.780  -1.622  1.435  0.25

Values from the calculation:
Energy: -6621.480416 Eh
Charge: +1
HOMO level: -10.8 eV

***

[3]
Entry from the Open Molecules 2025 dataset: a structure of composition C22H17ClN5PtSe3 (ωB97M-V/def2-TZVPD).

Last column: natural (NBO) charge in e.
Geometry (Å):
Pt  -0.410  -0.251  -0.290  1.07
Se  -3.227  -0.342  -0.757  0.37
Se  -2.201  1.721  -0.247  0.42
C  -1.653  1.344  1.573  0.02
C  -2.137  2.014  2.667  -0.21
C  -1.592  1.683  3.911  -0.08
C  -0.607  0.715  3.986  -0.21
C  -0.171  0.091  2.825  0.10
N  -0.693  0.419  1.641  -0.50
C  -2.226  -0.483  -2.410  0.01
C  -2.842  -0.516  -3.637  -0.22
C  -2.051  -0.715  -4.770  -0.08
C  -0.686  -0.874  -4.623  -0.19
C  -0.131  -0.812  -3.354  0.07
N  -0.884  -0.614  -2.267  -0.49
H  -2.909  2.766  2.564  0.28
H  -1.951  2.176  4.806  0.27
H  -0.171  0.431  4.934  0.28
H  0.592  -0.671  2.830  0.24
H  -3.915  -0.402  -3.710  0.28
H  -2.508  -0.748  -5.751  0.28
H  -0.042  -1.039  -5.476  0.28
H  0.932  -0.935  -3.205  0.23
Cl  2.872  0.793  1.870  0.06
C  2.163  2.150  1.073  0.03
C  2.246  3.393  1.667  -0.24
C  1.712  4.494  1.005  -0.08
C  1.107  4.375  -0.248  -0.23
C  1.028  3.134  -0.833  -0.09
C  1.537  1.989  -0.181  -0.21
C  1.480  0.717  -0.842  -0.31
H  2.745  3.507  2.619  0.27
H  1.798  5.470  1.467  0.26
H  0.743  5.254  -0.762  0.26
H  0.605  3.021  -1.825  0.22
H  2.195  -0.022  -0.505  0.24
H  1.333  0.768  -1.915  0.22
Se  -1.902  -4.099  2.436  1.17
N  -0.486  -5.036  1.989  -0.54
C  0.209  -4.291  1.139  0.10
C  1.433  -4.699  0.545  -0.05
C  2.032  -3.825  -0.313  -0.27
C  1.436  -2.574  -0.566  0.14
N  0.291  -2.153  -0.049  -0.47
C  -0.355  -3.007  0.843  0.24
N  -1.482  -2.689  1.432  -0.68
H  1.853  -5.668  0.782  0.28
H  2.961  -4.058  -0.813  0.28
H  1.931  -1.904  -1.254  0.21

Values from the calculation:
Energy: -8905.124980 Eh
Charge: +3
HOMO level (spin up / spin down): -17.4 / -17.4 eV

***

[4]
Entry from the Open Molecules 2025 dataset: a structure of composition C22H17CuN6O2 (ωB97M-V/def2-TZVPD).

Last column: natural (NBO) charge in e.
Geometry (Å):
Cu  11.727  10.195  6.577  1.37
O  7.985  8.784  5.590  -0.70
C  9.053  9.144  6.134  0.58
N  9.763  10.257  6.051  -0.71
C  9.179  11.313  5.317  -0.28
C  8.366  12.190  6.172  0.23
C  8.814  12.700  7.403  -0.24
C  7.939  13.438  8.196  -0.19
C  6.668  13.746  7.741  -0.29
C  6.346  13.267  6.457  0.03
N  7.210  12.570  5.681  -0.44
C  9.722  7.997  6.881  0.19
C  9.027  6.810  7.239  -0.22
C  9.738  5.695  7.610  -0.19
C  11.084  5.725  7.481  -0.28
C  11.714  6.970  7.261  0.04
N  11.003  8.118  7.080  -0.49
H  8.481  10.792  4.621  0.23
H  9.932  11.952  4.816  0.22
H  9.824  12.531  7.701  0.25
H  8.381  13.869  9.108  0.21
H  5.983  14.415  8.273  0.21
H  5.355  13.419  5.993  0.18
H  7.929  6.878  7.320  0.24
H  9.191  4.791  8.066  0.21
H  11.752  4.885  7.509  0.21
H  12.799  7.081  7.308  0.21
O  11.791  11.290  8.253  -0.84
C  12.360  10.981  9.380  0.42
C  11.768  11.396  10.635  -0.28
C  12.339  11.030  11.838  -0.20
C  13.495  10.229  11.885  -0.30
C  14.102  9.829  10.734  -0.16
C  13.621  10.306  9.471  -0.25
C  14.176  9.794  8.256  0.40
N  13.629  9.672  7.040  -0.55
C  14.627  9.185  6.252  -0.07
C  15.824  9.053  6.941  -0.12
N  15.518  9.398  8.230  -0.54
H  10.793  11.894  10.531  0.21
H  12.029  11.459  12.778  0.20
H  13.916  9.922  12.810  0.20
H  15.024  9.227  10.669  0.18
H  14.462  9.188  5.200  0.24
H  16.743  8.513  6.673  0.22
H  16.127  9.537  9.052  0.42
N  13.253  11.348  4.209  -0.57
C  12.550  11.049  5.084  -0.20

Values from the calculation:
2S+1: 2
Energy: -2968.124934 Eh
Charge: -1
HOMO level (spin up / spin down): -4.7 / -4.7 eV